Record 1
{"formula": "C25H49ClInO3P2", "method": "wB97M-V/def2-TZVPD", "total_energy_ha": -2540.67405, "lumo_energy_ha": [0.101, 0.101], "gap_ha": [0.13490, 0.13425], "total_charge": -1, "species": ["In", "P", "C", "C", "C", "C", "H", "C", "H", "H", "H", "H", "H", "H", "H", "C", "C", "H", "H", "H", "H", "H", "H", "C", "H", "C", "H", "H", "H", "H", "H", "H", "Cl", "H", "H", "P", "C", "C", "C", "C", "H", "C", "H", "H", "H", "H", "H", "H", "H", "C", "C", "H", "H", "H", "H", "H", "H", "C", "H", "C", "H", "H", "H", "H", "H", "H", "O", "C", "C", "C", "C", "C", "C", "C", "O", "O", "H", "H", "H", "H", "H"], "xyz": [[0.2085, -1.0898, 1.3448], [-0.4955, -3.0390, 0.0023], [0.5700, -3.4867, -1.4365], [-0.3597, -4.3409, 1.3267], [-2.1608, -3.0635, -0.7909], [1.8955, -2.7128, -1.4439], [-0.0252, -3.1310, -2.2976], [0.7904, -4.9945, -1.6079], [1.3877, -5.4197, -0.7928], [1.3496, -5.1404, -2.5421], [-0.1462, -5.5618, -1.6912], [1.7241, -1.6412, -1.6115], [2.5041, -3.0941, -2.2760], [2.4621, -2.8300, -0.5091], [-1.9738, -2.4890, -1.7155], [-3.2392, -2.3239, 0.0073], [-2.5985, -4.4775, -1.1861], [-2.0478, -4.8518, -2.0598], [-3.6630, -4.4518, -1.4547], [-2.4844, -5.1965, -0.3619], [-2.9946, -1.2638, 0.1561], [-3.4163, -2.7848, 0.9885], [-4.1758, -2.3784, -0.5682], [1.0997, -4.5223, 1.7689], [-0.7152, -5.2550, 0.8298], [-1.2615, -4.0416, 2.5336], [1.7070, -5.0412, 1.0178], [1.1113, -5.1394, 2.6757], [1.6006, -3.5703, 2.0092], [-1.0491, -3.0647, 2.9975], [-1.0713, -4.8072, 3.2951], [-2.3283, -4.0755, 2.2790], [2.5614, -0.6935, 1.6142], [0.5535, 0.7665, -1.9189], [0.3022, 0.1098, -2.1916], [0.5689, 3.5626, -0.4603], [-0.8329, 3.9762, -1.5310], [0.5585, 4.2960, 1.2166], [2.1626, 3.4947, -1.3286], [-1.9435, 2.9319, -1.2642], [-0.4285, 3.8095, -2.5459], [-1.3111, 5.4283, -1.4628], [-1.8635, 5.6452, -0.5444], [-1.9778, 5.5987, -2.3200], [-0.4739, 6.1304, -1.5446], [-1.6822, 1.9836, -1.7522], [-2.9031, 3.2682, -1.6690], [-2.0835, 2.7184, -0.1945], [1.9102, 3.0295, -2.3005], [3.1473, 2.5563, -0.5957], [2.7512, 4.8787, -1.6172], [2.1389, 5.4323, -2.3369], [3.7497, 4.7421, -2.0536], [2.8402, 5.4858, -0.7083], [2.6414, 1.7113, -0.1105], [3.7276, 3.0960, 0.1635], [3.8588, 2.1365, -1.3189], [-0.8218, 4.2076, 1.8891], [0.8125, 5.3475, 0.9883], [1.6184, 3.6711, 2.1390], [-1.6159, 4.6434, 1.2761], [-0.7966, 4.7450, 2.8450], [-1.0805, 3.1651, 2.1151], [1.4348, 2.5959, 2.2747], [1.5595, 4.1419, 3.1277], [2.6360, 3.8086, 1.7588], [-1.1668, 1.6881, 4.7860], [-1.9644, 0.5937, 4.9103], [-2.2351, 0.0027, 6.1523], [-3.1577, -1.0416, 6.2105], [-3.8470, -1.4675, 5.0639], [-3.5547, -0.8952, 3.8231], [-2.5643, 0.0829, 3.7464], [-2.0041, 0.4777, 2.4199], [-2.7145, 0.7445, 1.4451], [-0.6780, 0.4920, 2.4250], [-0.8967, 1.9713, 5.6777], [-1.7338, 0.3758, 7.0453], [-3.3597, -1.5225, 7.1664], [-4.6093, -2.2434, 5.1318], [-4.0720, -1.1572, 2.9003]], "forces_ev_per_a": [[0.2358, 0.7994, 2.6196], [-0.4519, -0.7920, -2.7465], [-0.2291, -1.0318, -0.0827], [-0.1719, 0.0361, -0.5280], [-0.0079, -0.6704, 0.0491], [-0.0225, -0.1668, -0.0264], [0.1583, -0.1265, 0.2583], [0.3125, -0.1144, -0.5621], [-0.1647, 0.1064, -0.2839], [0.0250, -0.2641, 0.0708], [0.2846, 0.1846, 0.1187], [0.1040, -0.2584, 0.1923], [0.0308, 0.1392, 0.1458], [-0.1423, 0.0759, -0.2560], [-0.0673, -0.1238, 0.3171], [-0.0849, 0.0314, -0.1001], [-0.4770, -0.0550, -0.2010], [-0.1146, 0.0893, 0.2918], [0.0192, -0.1646, -0.0454], [-0.0602, 0.1968, -0.2059], [-0.0056, -0.2688, 0.0983], [0.0212, 0.1491, -0.2450], [0.0921, 0.0484, 0.1907], [0.2648, 0.0121, 0.0294], [0.1888, -0.0359, 0.3319], [-0.1784, -0.0202, 0.2008], [-0.1451, 0.1778, 0.1850], [0.0356, 0.0986, -0.0846], [-0.2637, -0.2380, -0.0354], [-0.0224, -0.3290, -0.3200], [-0.0863, -0.0194, -0.0468], [0.2011, -0.0060, 0.0100], [1.9249, 0.4318, -0.2540], [-0.1380, -0.2421, 0.0027], [0.1044, 0.2286, 0.0367], [-0.5706, -4.0237, 0.8809], [-0.0178, 0.5587, -0.0815], [0.3243, 1.3496, -0.3436], [0.2041, 0.9007, -0.0880], [-0.0127, 0.1162, -0.0645], [-0.1114, 0.0377, 0.2533], [-0.2896, 0.0035, -0.5446], [0.0805, -0.0357, -0.1179], [-0.0681, 0.2265, 0.2407], [-0.1132, -0.0859, 0.0466], [-0.0571, 0.2102, 0.2587], [-0.0315, 0.0526, -0.0883], [0.0986, 0.0572, -0.3487], [-0.0568, 0.0982, 0.3999], [0.0468, 0.0109, -0.2242], [0.5797, -0.2116, -0.3010], [0.0222, -0.0596, 0.1104], [0.0238, 0.3314, 0.0233], [0.0503, -0.1593, -0.0916], [0.0959, 0.2700, -0.0877], [-0.1422, -0.1305, -0.1757], [-0.0161, 0.1397, 0.1102], [0.0441, -0.1358, -0.1650], [-0.0894, 0.1026, 0.9160], [-0.0339, -0.0793, -0.1970], [0.0796, -0.0890, 0.1203], [0.0554, 0.0010, -0.1414], [0.1050, 0.1293, -0.1727], [0.0116, 0.2076, -0.1404], [-0.0156, 0.0188, -0.1262], [-0.2098, -0.0244, 0.1151], [0.1626, 0.0959, 0.7501], [-0.4015, -0.4283, 0.2327], [-0.2129, 0.0935, -0.6119], [-0.2651, -0.1511, -0.2905], [0.0351, 0.0976, 0.1536], [0.4019, 0.3953, 0.5523], [0.0249, -0.1370, 0.1489], [2.1821, 1.4364, -0.4915], [-0.1044, -0.5159, 0.3302], [-3.1866, 1.6679, 0.5677], [-0.0862, -0.1902, -0.5037], [-0.1091, -0.1296, -0.1027], [0.0067, 0.1107, -0.1665], [0.2098, 0.1361, 0.0870], [0.1868, -0.1476, 0.2438]], "mulliken_charge": [0.192, 0.371, 0.611, 0.377, 0.626, -1.198, 0.373, -1.590, 0.225, 0.495, 0.240, 0.067, 0.489, 0.231, 0.323, -1.217, -1.484, 0.222, 0.533, 0.237, 0.080, 0.074, 0.555, -1.303, 0.611, -1.528, 0.241, 0.457, 0.122, 0.094, 0.532, 0.266, -0.545, -0.054, -0.059, 0.083, 0.372, 0.696, 0.703, -0.988, 0.338, -1.590, 0.256, 0.499, 0.307, 0.156, 0.457, 0.102, 0.307, -1.640, -1.555, 0.358, 0.452, 0.252, 0.301, 0.332, 0.456, -1.295, 0.443, -1.452, 0.217, 0.523, -0.004, 0.187, 0.515, 0.250, -0.324, 0.683, -0.839, -0.570, -0.754, -0.257, 0.137, 1.191, -0.744, -0.890, 0.286, 0.276, 0.361, 0.359, 0.382]}

=====

Record 2
{"formula": "C3H4N2OS", "method": "wB97M-V/def2-TZVPD", "total_energy_ha": -699.57747, "lumo_energy_ha": 0.025, "de_lowest_kj_mol": 248.5, "gap_ha": 0.34413, "species": ["C", "N", "N", "C", "O", "C", "S", "H", "H", "H", "H"], "xyz": [[0.6565, 1.5681, 0.0817], [-0.1323, 0.2600, -0.1742], [-1.5232, -0.0081, -0.1254], [-1.5692, -1.3220, -0.0434], [-0.4034, -1.8745, 0.1262], [0.6517, -0.8500, 0.0539], [2.1996, -1.1226, -0.0975], [1.0409, 1.3501, 1.1797], [1.6034, 1.7155, -0.6170], [-0.1670, 2.2363, -0.1592], [-2.3571, -1.9530, -0.2247]], "forces_ev_per_a": [[-0.0552, -1.9569, 0.2890], [2.5225, -0.9420, 1.0826], [0.6737, -0.6963, -0.5048], [2.1066, 4.3211, 0.1511], [2.9072, -0.8639, 0.0455], [-5.0940, -0.2972, -1.5242], [1.6010, -0.3850, 0.4869], [-0.8666, 1.5262, -2.1559], [-2.3657, -0.7205, 1.2556], [0.6351, 1.0312, 0.8084], [-2.0647, -1.0168, 0.0656]], "mulliken_charge": [-0.724, 0.414, -0.660, 0.080, -0.320, 0.234, -0.358, 0.324, 0.222, 0.345, 0.443]}

=====

Record 3
{"formula": "H3OPS", "method": "wB97M-V/def2-TZVPD", "total_energy_ha": -816.54918, "lumo_energy_ha": -0.027, "de_lowest_kj_mol": 87.1, "gap_ha": 0.34130, "species": ["H", "H", "O", "P", "S", "H"], "xyz": [[1.2526, 1.0865, -4.2283], [0.7437, 1.1778, -4.7911], [1.1240, 1.2012, -0.4075], [1.4162, 0.1342, -1.3852], [3.4849, 0.0555, -1.6060], [3.6498, 0.9035, -0.7415]], "forces_ev_per_a": [[-0.4973, 0.1125, -0.6132], [0.5039, -0.0926, 0.5706], [-0.0513, -0.2238, -0.1525], [-0.4735, 0.2522, 0.2727], [-0.1419, -3.1213, -3.1302], [0.6601, 3.0730, 3.0525]], "mulliken_charge": [-0.229, 0.230, -0.434, 0.457, -0.205, 0.181]}

=====

Record 4
{"formula": "C12H12O2S", "method": "wB97M-V/def2-TZVPD", "s2": 2.0138, "total_energy_ha": -1012.84201, "lumo_energy_ha": [0.005, -0.154], "multiplicity": 3, "gap_ha": [0.15681, 0.15615], "species": ["C", "C", "C", "C", "C", "C", "C", "C", "C", "C", "C", "C", "O", "O", "S", "H", "H", "H", "H", "H", "H", "H", "H", "H", "H", "H", "H"], "xyz": [[1.6250, 0.9478, 3.5902], [2.2030, 0.4490, 2.4307], [0.3799, 1.5847, 3.4313], [1.5419, 0.6134, 1.2208], [-0.2175, 1.8463, 2.1919], [0.3152, 1.2043, 1.0780], [-0.4767, 1.2409, -0.2095], [-1.7499, -1.6148, -2.4303], [0.3012, 0.1558, -2.4548], [-0.5985, -2.3719, -1.7886], [-1.2090, -0.1685, -2.3665], [-0.3696, -0.0149, -1.1198], [-1.1495, 2.2141, -0.4769], [-1.0221, -1.5644, 0.7737], [-0.0079, -1.5179, -0.2805], [2.0796, 0.8856, 4.5965], [3.0702, -0.0238, 2.5978], [-0.2642, 1.9372, 4.3349], [2.1066, 0.0611, 0.3559], [-1.2396, 2.3815, 2.0259], [-1.8573, -1.8787, -3.4542], [-2.5661, -1.7440, -1.8128], [0.9849, -0.6212, -2.6471], [0.4537, 1.1685, -2.7855], [-0.6881, -3.4047, -1.5969], [0.2119, -2.2840, -2.4927], [-1.8572, 0.5187, -2.7113]], "forces_ev_per_a": [[-0.7622, 0.2996, 0.0226], [-3.1659, 1.9566, 1.2196], [-2.2643, 1.7785, 1.2677], [2.9267, -3.0543, -1.8420], [-1.5086, 0.1324, 0.7939], [-1.2708, 0.6603, -1.9338], [2.0501, -2.2798, 1.5500], [3.4525, 1.2613, 0.2757], [-1.8641, -0.5683, 0.2501], [0.5090, -0.6653, -0.8920], [2.1935, -3.1623, 1.5199], [-0.1021, 5.0060, 0.6177], [-1.6494, 1.1738, -0.9746], [-0.7559, -0.3672, 1.1893], [-0.1938, -0.4492, -1.4035], [-0.2446, -0.1578, -0.8380], [3.2551, -1.7676, -0.3311], [1.5994, -0.5867, -1.4262], [-1.2376, 1.4260, 1.1185], [2.0719, -0.9915, 0.6951], [-0.4811, -0.7212, -0.7249], [-2.2486, 0.0192, 0.8253], [0.9816, -0.3644, -1.0387], [0.5152, 0.0681, 0.1539], [-0.4999, -1.1667, 0.4443], [0.6605, -0.2123, 0.0121], [-1.9664, 2.7327, -0.5507]], "lowdin_spin": [0.062, 0.007, 0.027, 0.084, 0.035, 0.074, 0.204, 0.022, 0.043, 0.090, 0.043, 0.104, 0.231, 0.496, 0.438, 0.004, -0.002, 0.001, 0.012, 0.001, 0.004, 0.003, 0.005, 0.001, 0.003, 0.002, 0.005]}